# C37H54N10OP

A cluster of 9 separate species, C37H54N10OP in total in a non-equilibrium geometry (ωB97M-V/def2-TZVPD, OMol25).

Structure (XYZ):
```
103
Properties=species:S:1:pos:R:3:forces:R:3
C -0.687346 4.011107 -1.864575 0.26 0.18 -0.01
N -0.973633 2.666130 -1.286554 -0.26 -0.85 -0.04
C -2.121919 1.995459 -1.938143 0.34 0.46 -1.10
P -2.514982 0.339424 -1.093658 1.30 -0.34 -0.71
N -1.049918 -0.567330 -0.680908 0.58 1.91 -0.72
C -0.385877 -0.026136 0.551311 0.39 0.76 1.49
C -0.156164 -0.647605 -1.831516 -0.05 -0.18 -3.62
C 1.428977 -0.861246 -1.755198 -0.69 -0.91 0.64
O -0.649903 -0.587918 -2.989324 0.63 0.15 3.75
H -0.512695 3.893535 -2.987457 -0.30 0.63 1.35
H 0.273403 4.379307 -1.360093 -1.46 -0.41 -0.84
H -1.553306 4.716783 -1.620469 1.25 -0.96 -0.48
H -0.146954 2.071506 -1.464533 -0.46 0.58 0.13
H -1.862692 1.731863 -3.020637 -0.66 0.12 1.20
H -3.011467 2.711511 -1.955719 0.91 -1.20 0.24
H -3.246700 -0.535682 -1.982848 0.31 0.79 0.73
H -3.239005 0.573279 0.134419 0.60 -0.42 -0.80
H -1.210866 0.106970 1.340377 1.46 -0.40 -0.93
H 0.100998 0.998400 0.390931 -0.81 -1.36 0.13
H 0.454015 -0.705265 0.932301 -1.65 0.65 -0.56
H 2.021808 0.028915 -2.147563 -1.05 -0.90 0.70
H 1.744339 -1.174781 -0.700527 -0.19 0.58 -1.65
H 1.646422 -1.719101 -2.487739 -0.40 1.26 1.14
N -2.965938 1.581613 3.644699 -0.02 -0.02 -0.11
C -4.115281 1.658587 4.384439 -0.10 0.03 0.07
C -3.988651 0.805673 5.453618 -0.13 0.19 -0.17
C -2.712614 0.195321 5.358875 0.22 -0.11 -0.09
C -2.103342 0.694337 4.235569 0.07 -0.14 -0.01
H -2.782866 2.096811 2.799974 -0.01 0.08 0.23
H -4.921695 2.310705 4.085912 0.06 -0.05 0.05
H -4.730987 0.640066 6.219870 0.08 0.03 -0.04
H -2.287603 -0.528660 6.038217 -0.02 0.08 -0.04
H -1.133277 0.495131 3.805384 -0.03 0.01 0.12
N 2.533722 2.587042 2.251647 -0.02 -0.03 -0.14
C 1.257693 3.077469 2.340648 -0.09 -0.02 -0.07
C 1.292140 4.409584 2.006815 -0.20 -0.16 -0.03
C 2.637675 4.733328 1.700176 0.21 -0.08 -0.06
C 3.379845 3.588921 1.857094 0.05 0.03 0.00
H 2.807278 1.638065 2.445609 0.01 0.17 0.05
H 0.438469 2.438680 2.634728 0.05 0.10 0.09
H 0.443402 5.076789 1.985116 0.07 -0.05 0.03
H 3.020046 5.696563 1.397813 -0.03 -0.09 0.04
H 4.434169 3.401160 1.723901 -0.08 0.05 0.04
N 5.006782 -3.383321 -2.763093 -0.09 0.32 0.00
C 6.066140 -2.681917 -3.273703 0.05 0.02 0.00
C 5.679174 -2.146442 -4.477596 0.20 0.03 0.16
C 4.334419 -2.534262 -4.699572 -0.23 -0.05 0.06
C 3.945260 -3.294171 -3.624017 -0.12 0.00 0.04
H 5.007680 -3.885384 -1.890993 -0.02 0.10 -0.12
H 7.001569 -2.625995 -2.738632 -0.06 -0.02 -0.09
H 6.295130 -1.541935 -5.126074 -0.04 -0.07 0.06
H 3.719531 -2.284715 -5.551403 0.05 -0.05 0.06
H 3.007717 -3.779328 -3.397954 0.10 -0.05 -0.09
N 4.208596 4.181680 -3.574214 -0.23 -0.11 0.14
C 3.081327 3.693057 -4.176308 0.05 0.03 -0.14
C 2.342238 3.040547 -3.221085 -0.01 0.00 -0.19
C 3.047187 3.144282 -1.996174 0.10 0.00 0.20
C 4.193901 3.856639 -2.244435 0.10 0.02 0.00
H 4.936112 4.701043 -4.037429 -0.11 -0.07 0.06
H 2.903577 3.850113 -5.228929 -0.01 -0.04 0.10
H 1.396908 2.543632 -3.385360 0.08 0.00 -0.10
H 2.747931 2.742864 -1.038042 0.06 0.10 0.01
H 4.998712 4.158276 -1.592121 -0.09 -0.05 -0.03
N -5.043877 1.285237 -4.203399 0.03 0.01 0.02
C -4.070016 0.816552 -5.048293 0.14 -0.09 -0.05
C -4.639349 0.620271 -6.281128 0.24 -0.02 0.12
C -6.004505 0.988712 -6.179939 -0.15 0.10 0.20
C -6.225073 1.397398 -4.888481 -0.18 -0.01 -0.05
H -4.912254 1.512271 -3.233219 -0.15 0.06 -0.19
H -3.059880 0.662806 -4.698511 -0.04 -0.05 -0.11
H -4.130259 0.253461 -7.159497 -0.04 0.04 0.09
H -6.743523 0.958572 -6.966093 0.07 0.01 0.08
H -7.117172 1.755962 -4.398578 0.06 -0.04 -0.07
N -8.110044 0.807598 3.990132 0.01 0.03 -0.16
C -7.143097 0.345896 3.138887 0.12 -0.07 0.00
C -7.717767 0.163938 1.904513 0.21 0.05 0.11
C -9.081057 0.535653 2.014469 -0.22 0.11 0.08
C -9.293336 0.931052 3.311714 -0.04 -0.01 0.00
H -7.972857 1.023646 4.963549 -0.03 -0.05 -0.14
H -6.133413 0.185285 3.483793 -0.11 -0.05 -0.02
H -7.212911 -0.195752 1.020043 -0.05 -0.02 0.07
H -9.823959 0.516344 1.231327 0.05 0.00 0.09
H -10.181761 1.287282 3.809741 0.06 -0.05 -0.08
N 6.566665 -8.688366 -2.638583 0.00 0.16 0.07
C 6.315183 -7.541076 -3.341520 -0.04 -0.03 -0.07
C 6.124820 -6.524731 -2.438384 0.01 -0.02 -0.19
C 6.272813 -7.079090 -1.141879 0.03 -0.18 0.14
C 6.547725 -8.415159 -1.297413 -0.02 -0.08 0.06
H 6.739621 -9.592707 -3.044896 -0.01 0.14 0.06
H 6.292040 -7.547129 -4.420275 -0.01 0.04 0.10
H 5.905286 -5.497001 -2.683186 0.14 -0.31 -0.12
H 6.188301 -6.558108 -0.199579 0.04 -0.08 -0.05
H 6.729815 -9.192765 -0.571804 -0.02 0.09 -0.04
N 1.844542 -1.950298 8.663554 -0.06 0.04 -0.17
C 1.282454 -2.864169 7.813576 -0.01 -0.08 0.04
C 0.604261 -2.174436 6.839151 0.05 -0.22 0.01
C 0.768459 -0.792480 7.108767 0.09 0.20 0.07
C 1.540651 -0.685054 8.238794 0.02 0.05 0.06
H 2.396489 -2.173973 9.474896 -0.08 0.03 -0.12
H 1.411863 -3.923033 7.975827 -0.04 0.09 -0.03
H 0.052217 -2.615335 6.022327 0.04 0.00 0.08
H 0.366450 0.032033 6.538454 0.03 -0.03 0.08
H 1.897842 0.179727 8.776300 -0.06 -0.06 -0.06
```
Forces are in eV/Å.

Calculated values
Molecular weight   685.9 g mol⁻¹
Total charge   +1
E_HOMO   -9.63 eV
F_max   3.809 eV/Å